No. 1
ORCA calculation (the ωB97M-V functional and the def2-TZVPD basis) on a molecular structure, C21H42CrN3O3 at a distorted geometry.

Geometry (Å):
1 Cr 0.368 0.201 -0.045
2 C -0.476 -3.737 -0.469
3 C 0.683 -3.063 0.221
4 C 2.033 -3.291 -0.450
5 O 0.451 -1.711 0.409
6 H -0.523 -4.828 -0.320
7 H -0.592 -3.496 -1.527
8 H -1.403 -3.566 0.096
9 H 0.684 -3.574 1.202
10 H 2.797 -2.676 0.015
11 H 2.006 -2.954 -1.494
12 H 2.217 -4.367 -0.521
13 C -3.894 1.411 0.036
14 C -2.725 0.826 0.835
15 C -3.170 -0.441 1.591
16 O -1.589 0.568 0.112
17 H -4.346 0.653 -0.609
18 H -3.659 2.314 -0.528
19 H -4.736 1.710 0.672
20 H -2.510 1.569 1.620
21 H -3.808 -0.170 2.440
22 H -2.349 -1.016 2.026
23 H -3.678 -1.163 0.946
24 C 4.245 1.520 0.698
25 C 3.634 0.928 -0.548
26 C 4.398 -0.372 -0.884
27 O 2.296 0.684 -0.435
28 H 5.316 1.727 0.672
29 H 4.207 0.769 1.503
30 H 3.657 2.373 1.052
31 H 3.850 1.577 -1.413
32 H 4.036 -1.213 -0.289
33 H 5.487 -0.348 -0.887
34 H 4.080 -0.629 -1.905
35 C -1.705 -2.884 -4.609
36 C -0.966 -1.694 -5.162
37 C 0.399 -1.494 -4.497
38 C 0.336 -0.688 -3.269
39 N 0.178 -0.083 -2.317
40 H -2.713 -2.941 -5.026
41 H -1.928 -2.878 -3.535
42 H -1.165 -3.829 -4.705
43 H -1.544 -0.791 -4.950
44 H -0.872 -1.768 -6.244
45 H 1.080 -1.052 -5.224
46 H 0.855 -2.418 -4.126
47 C -2.435 4.596 1.023
48 C -2.043 5.423 -0.230
49 C -0.657 5.142 -0.746
50 C -0.179 3.765 -0.763
51 N 0.180 2.681 -0.791
52 H -1.941 3.632 1.097
53 H -3.513 4.442 1.038
54 H -2.225 5.230 1.889
55 H -2.377 6.453 -0.203
56 H -2.663 4.933 -0.997
57 H 0.121 5.701 -0.200
58 H -0.400 5.499 -1.753
59 C 0.106 -2.225 4.250
60 C 0.588 -0.968 4.988
61 C 1.623 -0.158 4.196
62 C 1.029 0.489 3.028
63 N 0.576 0.975 2.096
64 H -0.614 -2.878 4.742
65 H 0.984 -2.823 4.007
66 H -0.430 -1.883 3.360
67 H 1.096 -1.216 5.922
68 H -0.268 -0.343 5.244
69 H 2.432 -0.798 3.839
70 H 2.068 0.629 4.805

Forces on atoms 1 to 2 (eV/Å):
0.0100 -0.3458 -0.4684
-1.1760 -1.0229 0.3067

<S²>: 3.77
Relative energy (zero: lowest compared OMol25 entry of this formula, charge and spin) in kcal/mol: 32.39
Highest occupied orbital energy (spin up / spin down) in eV: -7.6 / -7.7
Electronic energy in hartree: -2259.734734
Gap between HOMO and LUMO (spin up / spin down) in eV: 7.59 / 8.40
Multiplicity: 4

The molecule's Mulliken atomic charges, reported in e, are given here: number 1, Cr, carries 0.4354; number 2, C, carries -1.3336; number 3, C, carries 0.6057; number 4, C, carries -0.8909; number 5, O, carries -0.4502; number 6, H, carries 0.4730; number 7, H, carries 0.0298; number 8, H, carries 0.3554; number 9, H, carries 0.0433; number 10, H, carries 0.0104; number 11, H, carries 0.0734; number 12, H, carries 0.4498; number 13, C, carries -1.5983; number 14, C, carries 0.8362; number 15, C, carries -0.9949; number 16, O, carries -0.3376; number 17, H, carries 0.4141; number 18, H, carries 0.2578; number 19, H, carries 0.3852; number 20, H, carries -0.0166; number 21, H, carries 0.3706; number 22, H, carries -0.0257; number 23, H, carries 0.3277; number 24, C, carries -1.1821; number 25, C, carries 0.3395; number 26, C, carries -1.1104; number 27, O, carries -0.3674; number 28, H, carries 0.4143; number 29, H, carries 0.1784; number 30, H, carries 0.2771; number 31, H, carries 0.1396; number 32, H, carries 0.0709; number 33, H, carries 0.4233; number 34, H, carries 0.2416; number 35, C, carries -1.1358; number 36, C, carries -0.3658; number 37, C, carries -0.4635; number 38, C, carries 0.1181; number 39, N, carries 0.1106; number 40, H, carries 0.3524; number 41, H, carries 0.2254; number 42, H, carries 0.3513; number 43, H, carries 0.3126; number 44, H, carries 0.3324; number 45, H, carries 0.3838; number 46, H, carries 0.2166; number 47, C, carries -0.7191; number 48, C, carries -0.4235; number 49, C, carries -0.7112; number 50, C, carries 0.3536; number 51, N, carries -0.2067; number 52, H, carries -0.0802; number 53, H, carries 0.3096; number 54, H, carries 0.4092; number 55, H, carries 0.3944; number 56, H, carries 0.1935; number 57, H, carries 0.2908; number 58, H, carries 0.3869; number 59, C, carries -0.8244; number 60, C, carries -0.5691; number 61, C, carries -0.4115; number 62, C, carries 0.3256; number 63, N, carries -0.0019; number 64, H, carries 0.4250; number 65, H, carries 0.2919; number 66, H, carries -0.0166; number 67, H, carries 0.3055; number 68, H, carries 0.3538; number 69, H, carries 0.2432; number 70, H, carries 0.3984

No. 2
ORCA calculation (the ωB97M-V functional and the def2-TZVPD basis) on 7 unconnected molecules or ions with the total composition C21H42F3NO16 at a distorted geometry.

Geometry (Å):
1 N 1.797 -0.117 -1.772
2 H 1.053 -0.113 -2.458
3 H 1.957 0.640 -1.159
4 H 2.554 -0.247 -2.149
5 H 1.486 -0.881 -0.962
6 O 0.965 0.180 1.077
7 H 0.403 0.285 1.771
8 C -0.510 2.461 2.874
9 C 0.763 3.068 2.486
10 O 1.591 2.798 3.546
11 C 0.981 1.943 4.320
12 O 1.431 1.394 5.328
13 O -0.357 1.830 4.128
14 F 0.565 4.434 2.303
15 H -0.933 1.699 2.027
16 H -1.396 3.232 2.923
17 H 1.356 2.666 1.621
18 C 4.046 1.243 1.794
19 C 5.312 0.653 0.924
20 O 6.200 0.294 1.973
21 C 5.827 0.749 3.161
22 O 6.480 0.692 4.204
23 O 4.622 1.435 3.116
24 F 5.884 1.566 0.136
25 H 3.283 0.540 1.778
26 H 3.660 2.215 1.513
27 H 4.987 -0.166 0.228
28 C 2.411 -2.340 2.621
29 C 2.893 -1.536 3.812
30 O 4.276 -1.849 3.882
31 C 4.481 -3.029 3.200
32 O 5.571 -3.595 3.126
33 O 3.346 -3.417 2.549
34 F 2.281 -1.806 4.839
35 H 2.332 -1.422 1.806
36 H 1.388 -2.477 2.920
37 H 2.977 -0.476 3.637
38 C 1.548 -2.875 -4.421
39 O 1.555 -1.438 -4.302
40 C 0.916 -0.863 -5.420
41 C 1.115 0.579 -5.565
42 O 0.437 1.141 -4.586
43 C 0.218 2.469 -4.681
44 C -0.799 2.822 -3.566
45 O -0.306 2.219 -2.386
46 C -1.187 2.413 -1.356
47 H 0.623 -3.153 -4.457
48 H 1.925 -3.358 -3.528
49 H 2.220 -3.085 -5.190
50 H -0.090 -1.039 -5.084
51 H 1.115 -1.569 -6.304
52 H 0.898 1.184 -6.578
53 H 2.128 0.788 -5.445
54 H -0.378 2.867 -5.565
55 H 1.260 2.952 -4.544
56 H -1.970 2.379 -3.752
57 H -0.883 3.870 -3.496
58 H -2.301 2.256 -1.276
59 H -1.166 3.637 -1.444
60 H -0.705 1.985 -0.612
61 C -7.312 -1.185 -2.134
62 O -6.296 -0.599 -1.455
63 C -6.576 -0.444 -0.004
64 C -5.290 0.002 0.671
65 O -4.428 -0.763 0.610
66 C -3.243 -0.364 1.333
67 C -2.257 -1.433 1.656
68 O -2.496 -2.207 2.823
69 C -1.746 -3.464 2.803
70 H -8.213 -0.634 -1.686
71 H -7.576 -2.404 -1.854
72 H -7.408 -1.138 -3.270
73 H -6.900 -1.354 0.517
74 H -7.334 0.197 0.346
75 H -5.617 0.215 1.814
76 H -5.120 0.843 0.058
77 H -3.447 0.077 2.286
78 H -2.800 0.516 0.721
79 H -1.305 -1.012 1.911
80 H -2.105 -2.093 0.856
81 H -1.901 -4.060 3.590
82 H -0.782 -3.296 2.757
83 H -1.988 -4.118 2.083

Forces on atoms 1 to 2 (eV/Å):
-10.4896 -1.6894 7.6833
-0.3848 0.8827 -0.2384

Relative energy (zero: lowest compared OMol25 entry of this formula, charge and spin) in kcal/mol: 74.43
Highest occupied orbital energy in eV: -8.8
Electronic energy in hartree: -2382.993904
Gap between HOMO and LUMO in eV: 8.19

The molecule's Mulliken atomic charges, reported in e, are given here: number 1, N, carries -0.2948; number 2, H, carries 0.2104; number 3, H, carries 0.2180; number 4, H, carries 0.4280; number 5, H, carries 0.3069; number 6, O, carries -0.3869; number 7, H, carries -0.5156; number 8, C, carries 0.1477; number 9, C, carries 1.1101; number 10, O, carries -0.2877; number 11, C, carries 0.6335; number 12, O, carries -0.5919; number 13, O, carries -0.3233; number 14, F, carries -0.3678; number 15, H, carries -0.4779; number 16, H, carries 0.3136; number 17, H, carries -0.1695; number 18, C, carries 0.3954; number 19, C, carries 0.3667; number 20, O, carries -0.3201; number 21, C, carries 0.6530; number 22, O, carries -0.5707; number 23, O, carries -0.3441; number 24, F, carries -0.3301; number 25, H, carries -0.4157; number 26, H, carries 0.3895; number 27, H, carries 0.2614; number 28, C, carries 0.8196; number 29, C, carries 0.5610; number 30, O, carries -0.3590; number 31, C, carries 0.4991; number 32, O, carries -0.5666; number 33, O, carries -0.4070; number 34, F, carries -0.3144; number 35, H, carries -0.2318; number 36, H, carries -0.2289; number 37, H, carries -0.0567; number 38, C, carries -1.0664; number 39, O, carries -0.2913; number 40, C, carries -0.5467; number 41, C, carries -0.6575; number 42, O, carries -0.0418; number 43, C, carries -0.5635; number 44, C, carries -0.7973; number 45, O, carries -0.1529; number 46, C, carries -0.0900; number 47, H, carries 0.5031; number 48, H, carries 0.2745; number 49, H, carries 0.3688; number 50, H, carries 0.2764; number 51, H, carries 0.3969; number 52, H, carries 0.3484; number 53, H, carries 0.3947; number 54, H, carries 0.3365; number 55, H, carries 0.2896; number 56, H, carries 0.2809; number 57, H, carries 0.5346; number 58, H, carries 0.2156; number 59, H, carries 0.2479; number 60, H, carries -0.2137; number 61, C, carries -0.6411; number 62, O, carries -0.2637; number 63, C, carries -0.9134; number 64, C, carries -0.2439; number 65, O, carries -0.1798; number 66, C, carries -0.3752; number 67, C, carries 0.1766; number 68, O, carries -0.4586; number 69, C, carries -0.7964; number 70, H, carries 0.2627; number 71, H, carries 0.2085; number 72, H, carries 0.2363; number 73, H, carries 0.3801; number 74, H, carries 0.5405; number 75, H, carries 0.2659; number 76, H, carries 0.1915; number 77, H, carries 0.4472; number 78, H, carries -0.1428; number 79, H, carries -0.0708; number 80, H, carries 0.5357; number 81, H, carries 0.4867; number 82, H, carries 0.0301; number 83, H, carries 0.5240

No. 3
ORCA calculation (the ωB97M-V functional and the def2-TZVPD basis) on a molecular structure, C21H42F6O21PV at a distorted geometry.

Geometry (Å):
1 V -0.198 0.718 -1.809
2 P 0.011 -0.453 1.515
3 F 0.702 -0.061 0.020
4 F -0.152 1.115 1.784
5 F -1.413 -0.524 0.769
6 F -0.648 -0.844 2.898
7 F 0.280 -2.007 1.118
8 F 1.481 -0.380 2.160
9 C -3.117 -8.265 3.134
10 O -2.219 -7.448 2.357
11 C -1.491 -6.583 3.063
12 O -1.515 -6.450 4.250
13 O -0.726 -5.883 2.221
14 C 0.040 -4.849 2.819
15 H -4.013 -7.681 3.333
16 H -2.646 -8.563 4.065
17 H -3.340 -9.125 2.513
18 H -0.530 -4.007 3.211
19 H 0.676 -4.432 2.041
20 H 0.672 -5.259 3.604
21 C 1.202 -3.379 -1.416
22 O 1.910 -2.999 -2.598
23 C 1.687 -1.847 -3.159
24 O 0.995 -0.952 -2.712
25 O 2.411 -1.757 -4.260
26 C 2.234 -0.605 -5.063
27 H 1.762 -3.077 -0.530
28 H 1.166 -4.464 -1.415
29 H 0.213 -2.941 -1.346
30 H 1.172 -0.357 -5.135
31 H 2.606 -0.844 -6.053
32 H 2.771 0.254 -4.661
33 C -2.906 2.297 1.261
34 O -3.660 2.511 0.032
35 C -3.219 1.917 -1.037
36 O -2.161 1.310 -1.123
37 O -4.068 2.129 -2.030
38 C -3.853 1.429 -3.248
39 H -2.858 1.237 1.468
40 H -3.519 2.774 2.024
41 H -1.969 2.836 1.220
42 H -3.138 0.619 -3.150
43 H -3.554 2.134 -4.026
44 H -4.805 1.002 -3.563
45 C 2.689 3.903 8.036
46 O 3.505 3.305 7.038
47 C 2.889 2.946 5.922
48 O 1.779 3.282 5.595
49 O 3.715 2.191 5.208
50 C 3.181 1.684 3.985
51 H 3.349 4.313 8.791
52 H 1.951 3.211 8.432
53 H 2.149 4.757 7.609
54 H 2.652 0.747 4.142
55 H 4.076 1.388 3.433
56 H 2.618 2.463 3.484
57 C -2.724 -2.908 -0.345
58 O -3.067 -2.945 -1.738
59 C -2.537 -2.108 -2.591
60 O -1.715 -1.250 -2.322
61 O -3.016 -2.372 -3.796
62 C -2.604 -1.591 -4.894
63 H -1.656 -2.772 -0.195
64 H -3.107 -3.825 0.080
65 H -3.176 -2.037 0.130
66 H -3.398 -0.928 -5.230
67 H -2.382 -2.285 -5.703
68 H -1.701 -1.023 -4.670
69 C 3.854 0.623 -0.188
70 O 3.998 1.692 -1.140
71 C 2.961 1.954 -1.881
72 O 1.885 1.390 -1.766
73 O 3.245 2.933 -2.710
74 C 2.314 3.239 -3.756
75 H 3.537 -0.295 -0.676
76 H 3.157 0.891 0.604
77 H 4.831 0.487 0.266
78 H 1.725 4.102 -3.431
79 H 1.668 2.397 -3.987
80 H 2.879 3.575 -4.620
81 C 1.122 4.158 0.990
82 O 0.237 4.849 0.097
83 C -0.260 4.140 -0.887
84 O -0.143 2.936 -0.979
85 O -0.937 4.920 -1.703
86 C -1.361 4.456 -2.977
87 H 1.992 3.762 0.471
88 H 0.599 3.398 1.566
89 H 1.460 4.913 1.697
90 H -2.129 5.136 -3.338
91 H -1.808 3.465 -2.869
92 H -0.572 4.487 -3.727

Forces on atoms 1 to 2 (eV/Å):
1.3197 -0.1437 1.3743
0.6139 -0.8387 0.7201

<S²>: 3.75
Relative energy (zero: lowest compared OMol25 entry of this formula, charge and spin) in kcal/mol: 39.19
Highest occupied orbital energy (spin up / spin down) in eV: -12.1 / -12.2
Electronic energy in hartree: -4290.071514
Net charge: +1
Gap between HOMO and LUMO (spin up / spin down) in eV: 8.75 / 8.93
Multiplicity: 4

The molecule's Mulliken atomic charges, reported in e, are given here: number 1, V, carries 1.2592; number 2, P, carries 1.9631; number 3, F, carries -0.4191; number 4, F, carries -0.4196; number 5, F, carries -0.5386; number 6, F, carries -0.4313; number 7, F, carries -0.5001; number 8, F, carries -0.3445; number 9, C, carries -0.6533; number 10, O, carries -0.3317; number 11, C, carries 0.7561; number 12, O, carries -0.5306; number 13, O, carries -0.2867; number 14, C, carries -0.6132; number 15, H, carries 0.2828; number 16, H, carries 0.3291; number 17, H, carries 0.2216; number 18, H, carries 0.2924; number 19, H, carries 0.0937; number 20, H, carries 0.4348; number 21, C, carries -0.3975; number 22, O, carries -0.4142; number 23, C, carries 0.6050; number 24, O, carries -0.1015; number 25, O, carries -0.4168; number 26, C, carries -0.5315; number 27, H, carries 0.3562; number 28, H, carries 0.3191; number 29, H, carries -0.1055; number 30, H, carries 0.1406; number 31, H, carries 0.3469; number 32, H, carries 0.2098; number 33, C, carries -0.4082; number 34, O, carries -0.4324; number 35, C, carries 0.5631; number 36, O, carries 0.2396; number 37, O, carries -0.4002; number 38, C, carries -0.5091; number 39, H, carries 0.1846; number 40, H, carries 0.2897; number 41, H, carries 0.1327; number 42, H, carries -0.0772; number 43, H, carries 0.3359; number 44, H, carries 0.3777; number 45, C, carries -0.6490; number 46, O, carries -0.3361; number 47, C, carries 0.7687; number 48, O, carries -0.5611; number 49, O, carries -0.3707; number 50, C, carries -0.5289; number 51, H, carries 0.2369; number 52, H, carries 0.2949; number 53, H, carries 0.2992; number 54, H, carries 0.3521; number 55, H, carries 0.2250; number 56, H, carries 0.2595; number 57, C, carries -0.2664; number 58, O, carries -0.4463; number 59, C, carries 0.7389; number 60, O, carries -0.1934; number 61, O, carries -0.4137; number 62, C, carries -0.5506; number 63, H, carries -0.1097; number 64, H, carries 0.3016; number 65, H, carries 0.3323; number 66, H, carries 0.2921; number 67, H, carries 0.3145; number 68, H, carries 0.0787; number 69, C, carries -0.3492; number 70, O, carries -0.4556; number 71, C, carries 0.5072; number 72, O, carries 0.0746; number 73, O, carries -0.3935; number 74, C, carries -0.6662; number 75, H, carries 0.1252; number 76, H, carries 0.0538; number 77, H, carries 0.3441; number 78, H, carries 0.2277; number 79, H, carries 0.1433; number 80, H, carries 0.3877; number 81, C, carries -0.5064; number 82, O, carries -0.4389; number 83, C, carries 0.4959; number 84, O, carries 0.0974; number 85, O, carries -0.4225; number 86, C, carries -0.3176; number 87, H, carries 0.2326; number 88, H, carries 0.1496; number 89, H, carries 0.3430; number 90, H, carries 0.3078; number 91, H, carries -0.1108; number 92, H, carries 0.2313